Record 1
ORCA calculation (ωB97M-V/def2-TZVPD) on a structure of composition C53H45BrInN6O3.

Output
LUMO level (alpha / beta) ... -0.35 / -0.35 eV
Expectation value of S² ... 0.77
Spin multiplicity ... 2
Frontier orbital gap (alpha / beta) ... 5.20 / 7.46 eV

Element x y z (Å)
In -0.031 -0.615 -0.069
O 0.948 -0.425 -1.871
C 1.726 0.593 -2.390
C 2.526 1.258 -1.234
C 1.694 2.142 -0.352
C 1.899 3.513 -0.352
C 1.143 4.317 0.480
C 0.172 3.735 1.270
C -0.026 2.364 1.203
C -1.131 1.717 1.976
C -2.322 1.185 1.119
O -1.843 0.328 0.140
C -3.071 2.337 0.410
C -2.387 3.089 -0.547
C -3.007 4.126 -1.232
C -4.344 4.421 -0.996
C -5.053 3.653 -0.084
C -4.422 2.624 0.609
C -3.232 0.433 2.106
C -3.667 -0.847 1.797
C -4.503 -1.548 2.663
C -4.907 -0.979 3.861
C -4.469 0.302 4.187
C -3.645 0.998 3.316
N 0.749 1.581 0.430
C 2.684 -0.077 -3.397
C 2.127 -0.638 -4.547
C 2.909 -1.331 -5.454
C 4.275 -1.483 -5.231
C 4.839 -0.941 -4.089
C 4.045 -0.244 -3.178
C 0.904 1.659 -3.120
C 1.536 2.747 -3.724
C 0.804 3.703 -4.410
C -0.580 3.579 -4.513
C -1.213 2.497 -3.920
C -0.473 1.544 -3.223
H 3.358 1.849 -1.617
H 2.934 0.438 -0.641
H 2.651 3.933 -1.007
H 1.299 5.389 0.499
H -0.464 4.328 1.914
H -1.493 2.422 2.721
H -0.750 0.845 2.509
H -1.364 2.837 -0.807
H -2.443 4.685 -1.970
H -4.832 5.227 -1.531
H -6.106 3.845 0.089
H -5.006 2.037 1.304
H -3.356 -1.286 0.860
H -4.842 -2.541 2.389
H -5.559 -1.521 4.537
H -4.784 0.764 5.115
H -3.351 2.009 3.573
H 1.061 -0.535 -4.717
H 2.453 -1.758 -6.340
H 4.890 -2.024 -5.940
H 5.898 -1.061 -3.896
H 4.512 0.146 -2.283
H 2.618 2.831 -3.680
H 1.311 4.539 -4.879
H -1.155 4.320 -5.055
H -2.290 2.393 -3.989
H -0.963 0.696 -2.760
Br -7.005 -3.478 -1.385
C -5.136 -3.197 -1.225
C -4.577 -2.021 -1.704
C -3.216 -1.805 -1.568
C -2.401 -2.750 -0.943
C -2.985 -3.933 -0.485
C -4.349 -4.162 -0.627
N -1.033 -2.490 -0.755
C -0.163 -3.499 -0.918
C 1.191 -3.364 -0.565
C 2.167 -4.335 -0.922
C 3.481 -4.119 -0.644
C 3.869 -2.922 0.008
C 2.885 -2.029 0.338
N 1.578 -2.228 0.098
H -5.204 -1.271 -2.167
H -2.780 -0.874 -1.904
H -2.364 -4.671 0.009
H -4.795 -5.075 -0.256
H -0.487 -4.426 -1.379
H 1.844 -5.227 -1.444
H 4.228 -4.848 -0.936
H 4.904 -2.706 0.235
H 3.130 -1.096 0.838
N 0.260 -1.062 3.266
C -0.270 -1.446 4.441
C -1.255 -2.366 4.160
C -1.244 -2.479 2.759
N -0.321 -1.696 2.221
H 1.042 -0.426 3.063
H 0.079 -1.037 5.376
H -1.902 -2.870 4.859
H -1.866 -3.088 2.119
O 2.507 0.476 2.650
N 3.644 0.109 3.170
C 3.863 -1.184 3.482
C 5.075 -1.585 4.008
C 6.078 -0.657 4.217
C 5.834 0.664 3.884
C 4.611 1.029 3.363
H 3.038 -1.847 3.273
H 5.214 -2.631 4.241
H 7.034 -0.958 4.623
H 6.586 1.429 4.023
H 4.331 2.029 3.073

Atom charges from the Löwdin analysis, given in e for atoms 1 to 5: number 1, In, carries 0.863; number 2, O, carries -0.203; number 3, C, carries -0.472; number 4, C, carries -0.061; number 5, C, carries -0.228

***

Record 2
ORCA calculation (ωB97M-V/def2-TZVPD) on a structure of composition C53H45LuN13O2S.

Output
LUMO level ... -2.48 eV
Net charge ... +1
Frontier orbital gap ... 6.67 eV

Element x y z (Å)
Lu 0.768 0.657 0.136
C -0.269 -1.844 4.059
C 0.313 -1.339 2.884
N -0.168 -0.316 2.215
C -1.297 0.306 2.680
C -1.924 -0.110 3.873
C -1.381 -1.226 4.548
C -3.038 0.604 4.376
C -3.463 1.711 3.704
C -2.856 2.124 2.501
C -1.806 1.425 1.933
N -1.119 1.748 0.783
C -1.551 2.741 -0.079
C -2.851 3.072 -0.404
C -3.152 4.167 -1.246
C -2.168 4.947 -1.777
C -0.816 4.598 -1.537
C 0.278 5.328 -2.055
C 1.557 4.916 -1.810
C 1.758 3.734 -1.075
N 0.768 3.034 -0.575
C -0.509 3.478 -0.746
H 0.177 -2.696 4.552
H 1.208 -1.803 2.492
H -1.856 -1.570 5.458
H -3.511 0.278 5.293
H -4.286 2.295 4.094
H -3.218 3.021 2.023
H -3.666 2.511 0.035
H -4.191 4.400 -1.447
H -2.399 5.813 -2.386
H 0.088 6.218 -2.643
H 2.410 5.466 -2.181
H 2.758 3.343 -0.915
N -5.482 -3.746 -0.117
C -6.145 -4.956 -0.043
C -7.498 -5.283 0.026
C -7.801 -6.626 0.076
C -6.796 -7.613 0.056
C -5.463 -7.279 -0.013
C -5.136 -5.922 -0.062
N -3.893 -5.314 -0.136
C -4.144 -4.036 -0.163
C -3.095 -3.011 -0.247
C -1.762 -3.400 -0.146
C -0.777 -2.439 -0.214
N -1.028 -1.132 -0.384
C -2.307 -0.766 -0.496
C -3.361 -1.661 -0.431
H -5.902 -2.836 -0.070
H -8.273 -4.528 0.044
H -8.837 -6.933 0.132
H -7.085 -8.655 0.097
H -4.686 -8.031 -0.026
H -1.516 -4.442 -0.001
H 0.266 -2.710 -0.111
H -2.492 0.291 -0.631
H -4.369 -1.279 -0.523
N -5.036 4.227 -5.639
C -4.237 3.535 -5.193
C -3.239 2.661 -4.627
C -1.919 3.077 -4.529
C -1.009 2.223 -3.932
N -1.329 1.021 -3.457
C -2.598 0.631 -3.572
C -3.591 1.408 -4.142
H -1.612 4.047 -4.893
H 0.028 2.526 -3.822
H -2.836 -0.356 -3.189
H -4.609 1.052 -4.205
N 4.850 -2.268 3.578
C 4.329 -2.312 2.545
N 3.826 -2.415 1.342
C 2.920 -1.747 0.778
N 2.105 -1.208 0.121
O 1.511 0.623 -2.010
S 1.534 0.038 -3.416
C 3.135 -0.818 -3.530
C 2.890 -2.309 -3.313
C 1.524 -2.587 -3.936
C 0.605 -1.512 -3.370
H 3.772 -0.350 -2.782
H 3.533 -0.604 -4.523
H 2.864 -2.528 -2.244
H 3.683 -2.907 -3.762
H 1.146 -3.581 -3.698
H 1.580 -2.510 -5.025
H 0.420 -1.668 -2.307
H -0.338 -1.368 -3.891
C 6.482 0.544 3.432
N 5.082 0.952 3.372
N 4.439 1.188 2.175
C 3.087 1.156 2.394
O 2.249 1.466 1.493
C 2.898 0.823 3.746
C 4.149 0.692 4.305
C 4.537 0.291 5.682
C 5.096 1.793 1.069
C 5.949 2.867 1.282
C 6.571 3.471 0.200
C 6.319 3.021 -1.089
C 5.454 1.955 -1.288
C 4.845 1.324 -0.212
H 6.889 0.532 2.425
H 6.539 -0.461 3.846
H 7.051 1.247 4.037
H 1.949 0.735 4.244
H 3.677 0.370 6.342
H 5.336 0.924 6.069
H 4.882 -0.744 5.674
H 6.118 3.235 2.286
H 7.242 4.303 0.367
H 6.800 3.497 -1.932
H 5.261 1.602 -2.293
H 4.189 0.476 -0.361

Atom charges from the Löwdin analysis, given in e for atoms 1 to 5: number 1, Lu, carries 1.670; number 2, C, carries -0.033; number 3, C, carries -0.139; number 4, N, carries 0.024; number 5, C, carries -0.150

***

The records above yield energy above the lowest of the compared OMol25 structures with the same formula, charge and spin values of 20.6 0.0 kJ/mol, respectively.
The records above yield DFT total energy values of -5365.065623 -4542.774332 a.u., respectively.